[1]
Computed, not measured: 3 unconnected molecules or ions with the total composition C13H29BrN4O5P, with ωB97M-V/def2-TZVPD.

Results
Frontier orbital gap, eV: 4.6
Net charge: +1

The geometry in XYZ format:
```
53
Properties=species:S:1:pos:R:3:lowdin_charge:R:1
O -1.55 -1.73 2.91 -0.203
P -0.64 -0.67 3.29 0.420
O 0.87 -1.16 3.46 -0.109
O -0.99 0.08 4.66 -0.084
C -0.61 0.63 1.99 -0.170
C 0.37 1.74 2.10 -0.243
C 0.11 2.91 2.77 0.050
C 1.07 3.93 2.84 -0.038
N 2.25 3.83 2.27 0.136
N 2.48 2.70 1.63 0.031
C 1.65 1.66 1.51 -0.592
Br 2.28 0.22 0.54 1.036
H 1.49 -0.52 3.82 0.085
H -0.89 1.04 4.69 0.073
H -1.63 1.04 1.97 0.125
H -0.46 0.06 1.07 0.089
H -0.86 3.08 3.22 0.144
H 0.89 4.86 3.37 0.138
H 3.40 2.67 1.18 0.169
C -2.45 -5.81 0.31 -0.071
C -3.80 -5.83 -0.39 -0.438
C -4.40 -4.44 -0.65 -0.212
O -4.93 -3.80 0.50 -0.185
C -3.99 -3.15 1.33 -0.126
N -4.71 -6.72 0.34 0.040
H -2.56 -5.64 1.38 0.066
H -1.96 -6.78 0.19 0.076
H -1.80 -5.04 -0.10 0.074
H -3.65 -6.27 -1.39 0.135
H -5.25 -4.55 -1.33 0.122
H -3.66 -3.79 -1.13 0.117
H -3.19 -2.69 0.73 0.076
H -3.53 -3.82 2.05 0.073
H -4.52 -2.37 1.87 0.086
H -5.56 -6.87 -0.19 0.073
H -5.00 -6.26 1.19 0.071
C 2.39 3.20 -4.57 -0.057
C 2.33 2.77 -3.11 -0.437
C 2.93 3.77 -2.12 -0.225
O 4.34 3.80 -2.06 -0.195
C 4.97 4.60 -3.05 -0.086
N 2.92 1.43 -2.98 0.046
H 3.39 3.06 -4.98 0.072
H 1.71 2.60 -5.16 0.082
H 2.12 4.25 -4.68 0.083
H 1.27 2.68 -2.83 0.134
H 2.61 3.47 -1.11 0.091
H 2.53 4.78 -2.30 0.125
H 4.39 5.50 -3.26 0.094
H 5.13 4.05 -3.98 0.081
H 5.94 4.89 -2.65 0.091
H 2.84 1.12 -2.02 -0.015
H 3.92 1.50 -3.15 0.079
```


[2]
Computed, not measured: 3 unconnected molecules or ions with the total composition C2H11N2O2, with ωB97M-V/def2-TZVPD.

Results
Frontier orbital gap, eV: 9.4
Relative energy (zero: lowest compared OMol25 entry of this formula, charge and spin), kcal/mol: 56.0
Net charge: +1

The geometry in XYZ format:
```
17
Properties=species:S:1:pos:R:3:lowdin_charge:R:1
C 0.41 0.57 -0.34 -0.166
C 1.22 -0.50 -0.13 -0.090
N 2.65 -0.10 -0.11 0.177
N -0.95 0.39 -0.27 0.066
H 0.75 1.58 -0.15 0.134
H 0.95 -1.53 -0.27 0.128
H 3.16 -0.63 0.59 0.170
H 3.18 -0.17 -0.98 0.177
H 2.65 0.84 0.29 0.160
H -1.35 -0.05 0.54 0.097
H -1.56 1.12 -0.66 0.078
H 0.76 -1.49 3.34 0.040
H -0.64 -1.59 2.73 0.057
O 0.25 -1.25 2.57 -0.058
H -3.79 0.88 -2.67 0.049
H -3.46 0.82 -1.20 0.033
O -3.07 1.00 -2.06 -0.054
```


no.,E_tot (eV),LUMO (eV)
1,-109474.02234,-5.8
2,-9319.87823,-3.4